Entry 1:
110
Properties=species:S:1:pos:R:3 method="wB97M-V/def2-TZVPD" total_charge=0 fmax_ev_per_a=5.74 e_tot_ev=-71028.525 smiles="O=C1CCCO1.O=C1CCCO1.O=C1CCCO1.O=C1CCCO1.O=C1CCCO1.O=C1CCCO1.O=C1CCCO1.C1CCOC1.C1CCOC1" de_lowest_kcal_mol=123.3
O -2.55 3.02 3.34
C -3.71 2.68 3.49
C -4.26 1.33 4.00
C -5.65 1.72 4.31
C -5.93 2.81 3.28
O -4.66 3.43 2.99
H -4.04 0.63 3.18
H -3.66 1.07 4.87
H -6.31 0.87 4.10
H -5.62 1.88 5.39
H -6.16 2.41 2.29
H -6.62 3.64 3.43
O 2.28 5.58 -1.42
C 1.11 5.65 -1.15
C 0.46 6.21 0.11
C -1.07 6.35 -0.32
C -1.16 5.26 -1.43
O 0.15 5.39 -2.03
H 0.60 5.64 1.02
H 0.98 7.10 0.47
H -1.89 6.26 0.39
H -1.20 7.25 -0.92
H -1.25 4.26 -1.00
H -1.92 5.46 -2.18
O 5.84 -3.03 1.28
C 6.69 -3.59 0.63
C 8.07 -3.08 0.12
C 8.70 -4.40 -0.35
C 7.45 -5.20 -0.80
O 6.44 -4.73 0.09
H 7.67 -2.53 -0.74
H 8.66 -2.53 0.85
H 9.33 -4.22 -1.23
H 9.29 -4.98 0.36
H 7.06 -4.89 -1.77
H 7.48 -6.27 -0.62
O 5.98 -1.11 -5.21
C 5.58 -2.24 -5.60
C 4.21 -2.64 -6.22
C 4.50 -3.83 -6.99
C 5.66 -4.41 -6.34
O 6.35 -3.35 -5.73
H 3.59 -2.83 -5.35
H 3.70 -1.86 -6.79
H 3.66 -4.52 -6.90
H 4.53 -3.64 -8.06
H 5.33 -5.26 -5.74
H 6.33 -4.81 -7.10
O -7.65 2.22 -1.33
C -7.25 2.75 -2.40
C -5.78 3.20 -2.70
C -6.11 4.40 -3.62
C -7.34 3.83 -4.34
O -8.06 3.19 -3.32
H -5.31 3.55 -1.77
H -5.27 2.30 -3.05
H -6.37 5.31 -3.09
H -5.30 4.74 -4.27
H -8.02 4.52 -4.84
H -7.06 3.00 -4.99
O 1.07 1.28 6.06
C 2.16 1.78 5.70
C 2.70 3.24 5.79
C 4.12 3.08 5.30
C 4.08 1.76 4.57
O 3.08 0.91 5.20
H 2.03 3.73 5.08
H 2.63 3.79 6.73
H 4.45 3.95 4.73
H 4.64 2.98 6.25
H 3.78 1.82 3.53
H 5.11 1.39 4.50
O -0.99 -5.93 2.14
C -0.50 -5.10 2.93
C 0.78 -4.36 2.77
C 0.78 -3.31 3.88
C -0.55 -3.47 4.59
O -1.10 -4.75 4.10
H 1.47 -5.14 3.10
H 1.10 -4.06 1.77
H 1.66 -3.35 4.53
H 0.90 -2.30 3.49
H -0.57 -3.48 5.68
H -1.28 -2.75 4.20
C -5.15 -3.08 0.00
C -3.78 -3.54 -0.62
C -3.88 -3.09 -2.06
O -5.09 -2.33 -2.16
C -5.59 -1.88 -0.86
H -5.09 -2.94 1.08
H -5.77 -3.96 -0.12
H -3.64 -4.61 -0.51
H -2.98 -3.06 -0.05
H -3.95 -3.92 -2.76
H -3.11 -2.45 -2.48
H -6.67 -1.79 -0.84
H -5.19 -0.90 -0.57
C 1.54 0.41 -0.55
C 0.94 -0.10 -1.85
C -0.31 0.73 -1.93
O -0.80 0.77 -0.64
C 0.31 0.95 0.26
H 2.27 1.20 -0.74
H 1.93 -0.39 0.07
H 0.80 -1.15 -1.61
H 1.73 0.16 -2.55
H -1.03 0.26 -2.61
H -0.18 1.68 -2.44
H 0.15 0.36 1.16
H 0.47 2.00 0.50

---

Entry 2:
32
Properties=species:S:1:pos:R:3 method="wB97M-V/def2-TZVPD" total_charge=+1 fmax_ev_per_a=4.45 e_tot_ev=-24020.548 de_lowest_kcal_mol=45.1
C -1.25 1.54 -0.30
C -0.57 0.78 -1.16
C -0.16 2.80 3.11
C 0.42 -2.39 -3.01
C -0.51 2.64 0.51
C -0.77 -0.36 -2.03
C -0.91 2.28 2.01
C 0.31 -1.44 -1.80
C 1.42 -1.32 0.87
N 0.14 -2.28 -0.61
O 2.58 -1.71 0.39
S 0.84 -1.83 2.35
H -2.20 1.24 0.14
H 0.32 1.23 -1.46
H 0.82 2.24 3.29
H -0.79 2.79 4.03
H 0.14 3.88 2.96
H -0.69 -2.71 -3.08
H 0.72 -1.92 -3.90
H 1.05 -3.28 -2.87
H 0.59 2.47 0.33
H -0.83 3.70 0.43
H -0.79 -0.17 -3.18
H -1.72 -0.96 -1.84
H -0.86 1.17 2.19
H -1.98 2.42 2.13
H 1.25 -1.00 -1.53
H 1.01 -0.39 0.52
H -0.83 -2.54 -0.56
H 0.53 -3.25 -0.93
H 3.03 -2.43 0.83
H -0.32 -1.20 2.16